# C43H99N4O

A 5-piece molecular cluster, C43H99N4O overall (wB97M-V/def2-TZVPD, the Open Molecules 2025 dataset).

Computed properties:
- LUMO (Eh) = 0.0770
- net charge = -1
- E (hartree) = -1991.8914
- HOMO-LUMO gap (eV) = 3.3

Last column: Löwdin charge in e.
Positions of all 147 atoms, in Å:
C: 0.249 6.013 0.575  -0.256
C: -1.345 4.463 -1.293  -0.221
H: -2.542 -3.964 0.243  0.060
H: -3.603 -5.331 0.607  0.057
H: -1.808 -0.806 -1.619  0.097
C: -4.441 -3.388 1.177  -0.238
H: -6.931 -4.364 -0.858  0.116
H: -0.882 0.174 0.942  0.115
H: -1.530 -12.109 3.773  0.067
H: -3.999 -7.446 2.497  0.058
H: -6.990 1.041 0.940  0.057
C: 4.842 2.449 -2.351  -0.238
H: -2.288 4.655 -3.209  0.106
H: -2.779 -10.876 3.756  0.053
H: -6.071 1.736 3.942  0.112
H: 13.794 1.835 -1.479  0.068
H: 1.897 5.180 -0.594  0.048
H: -7.400 -4.572 1.598  0.079
H: -2.962 0.540 -0.240  0.081
N: -4.646 2.047 2.482  -0.185
N: -0.943 -9.034 2.308  -0.201
C: -0.944 -9.401 0.904  -0.276
H: -2.985 3.364 -2.226  0.100
C: 12.951 2.513 -1.621  -0.098
H: -4.922 -3.648 2.123  0.101
H: 2.429 3.151 0.057  0.065
N: -5.471 -3.326 0.154  -0.193
C: 11.853 2.187 -0.618  -0.284
H: -7.559 2.700 2.252  0.052
H: -1.841 -9.973 0.612  0.100
C: 2.709 2.181 0.503  -0.316
H: -3.572 -8.783 1.437  0.068
C: 0.267 1.817 0.105  -0.220
H: 5.541 1.624 -2.211  0.081
H: -4.622 3.471 0.892  0.108
H: -1.674 -7.550 0.011  0.057
H: -1.796 -7.827 3.757  0.116
C: -0.782 -10.164 3.204  -0.253
C: -2.049 3.846 -2.515  -0.197
C: 1.422 1.558 1.067  -0.233
H: -4.162 -2.518 -2.940  0.068
H: -3.114 -3.055 -1.642  0.052
C: -4.132 -3.110 -2.023  -0.076
H: 2.120 6.876 -0.164  0.068
H: 6.361 3.596 -1.315  0.090
N: 10.760 3.137 -0.644  -0.203
C: -1.650 0.244 -1.874  -0.191
H: 9.327 2.310 -3.673  0.071
H: -2.408 2.051 -0.915  0.072
C: -1.887 -11.227 3.238  -0.088
H: 4.881 2.812 -3.388  0.093
C: 9.856 3.004 0.490  -0.249
C: 3.441 1.953 -1.948  -0.335
H: 9.351 4.088 -1.820  0.110
H: -2.176 -11.548 2.237  0.064
H: -2.729 4.771 1.776  0.054
H: -1.689 -7.109 2.185  0.093
H: -2.743 2.210 -4.488  0.105
C: -5.671 2.573 3.363  -0.248
H: -0.696 -8.548 -1.055  0.073
H: -6.481 4.073 1.990  0.065
H: -6.087 -2.355 -1.556  0.112
H: -4.801 -1.559 -0.689  0.085
O: 4.844 4.879 -1.995  -0.097
H: 0.117 2.900 0.070  0.073
C: 1.387 6.133 -0.463  -0.089
H: -0.592 0.352 -2.109  0.107
C: 10.124 3.326 -1.938  -0.248
C: -3.964 3.029 1.659  -0.268
C: -3.315 4.150 2.455  -0.067
H: 0.557 6.552 1.472  0.098
H: 8.608 1.645 1.615  0.072
H: -0.092 -10.067 0.744  0.116
H: 2.772 2.831 -2.025  0.082
H: 1.572 0.482 1.174  0.098
C: 5.274 3.611 -1.460  -0.266
H: -2.548 -0.280 -3.740  0.095
C: 9.514 2.094 -2.619  -0.078
H: -2.642 3.752 3.216  0.086
H: 0.101 4.974 0.862  0.084
H: -1.500 1.767 1.277  0.092
C: -1.795 5.889 -1.039  -0.201
H: -2.738 -4.505 1.899  0.072
H: 1.190 1.980 2.053  0.098
C: 3.392 1.315 -0.561  -0.277
C: -6.730 -5.255 1.074  -0.090
C: -1.051 1.155 0.487  -0.189
H: 0.621 1.506 -0.879  0.097
H: -0.815 7.650 -0.265  0.101
H: -0.632 -9.773 4.214  0.111
C: -2.485 0.606 -3.103  -0.209
H: 3.128 1.218 -2.702  0.077
H: -3.172 2.504 1.118  0.072
H: 13.306 3.536 -1.486  0.076
C: -1.907 1.734 -3.965  -0.202
H: -4.349 -4.145 -2.293  0.065
C: -5.147 -2.541 -1.024  -0.251
C: -1.145 2.833 -3.228  -0.200
H: -4.055 -2.376 1.326  0.109
H: -5.929 -0.023 0.029  0.044
C: -3.410 -8.364 2.431  -0.077
H: -0.544 3.372 -3.964  0.115
H: 3.382 2.425 1.337  0.066
C: -1.055 6.648 0.096  -0.219
H: 12.612 2.400 -2.651  0.062
C: -3.268 -4.351 0.956  -0.078
H: -3.509 0.811 -2.784  0.103
C: -0.803 -8.204 -0.025  -0.085
H: 9.158 3.845 0.466  0.110
H: 10.455 3.143 1.396  0.105
H: -2.858 5.874 -0.784  0.103
H: -4.048 4.795 2.944  0.066
H: -1.555 3.829 -0.428  0.085
C: -4.971 0.826 1.767  -0.241
C: -5.963 0.907 0.600  -0.069
H: -3.814 -9.059 3.166  0.054
H: 10.178 1.229 -2.576  0.065
H: 8.558 1.823 -2.176  0.051
H: -0.272 4.400 -1.468  0.100
H: -5.184 3.220 4.097  0.100
H: -5.718 1.720 -0.086  0.070
C: -1.932 -8.044 2.695  -0.243
H: 11.524 1.148 -0.781  0.100
H: 4.824 3.513 -0.476  0.095
H: 8.250 1.635 -0.097  0.053
H: -1.262 1.328 -4.744  0.104
H: -7.361 3.916 3.505  0.067
H: 0.159 -10.655 2.935  0.108
H: 2.834 0.375 -0.651  0.005
C: 9.062 1.699 0.625  -0.082
H: -0.433 2.421 -2.514  0.086
H: -5.335 0.095 2.495  0.113
H: -1.713 6.464 -1.962  0.101
H: -4.029 0.420 1.386  0.086
H: 9.699 0.821 0.508  0.064
H: -7.303 -6.132 0.769  0.071
H: -1.737 6.789 0.936  0.086
H: -5.461 -5.303 -0.656  0.101
H: 12.283 2.217 0.387  0.115
H: 0.079 -7.616 0.233  0.083
H: 5.485 5.132 -2.654  0.056
C: -6.832 3.355 2.732  -0.085
H: 10.860 3.771 -2.613  0.097
H: -5.966 -5.593 1.775  0.053
C: -2.077 1.048 -0.641  -0.212
H: 0.978 6.406 -1.435  0.070
C: -6.126 -4.583 -0.151  -0.277

Atoms 1-3, force components in eV/Å:
0.2712 0.4955 -0.1105
-0.5068 -0.1773 -0.4079
-0.0296 -0.0382 -0.0578

---

# C44H100BMgNO31

C44H100BMgNO31 as an isolated structure (wB97M-V/def2-TZVPD, the Open Molecules 2025 dataset).

Computed properties:
- ⟨S²⟩ = 0.753
- LUMO (alpha / beta) (Eh) = 0.0396 / 0.0396
- net charge = -1
- E (hartree) = -4348.2079
- spin multiplicity = 2
- HOMO-LUMO gap (alpha / beta) (eV) = 3.4 / 7.1

Last column: Löwdin charge in e.
Positions of all 178 atoms, in Å:
B: 0.540 -0.214 0.436  -0.861
C: 1.555 -1.461 -1.158  -0.424
C: 4.475 -3.983 -3.762  -0.112
H: -1.511 -2.786 2.734  0.094
H: -3.577 -1.642 -6.384  0.112
C: 0.918 -3.919 2.031  -0.129
H: 3.990 -0.575 0.821  0.122
H: -5.049 -1.070 -5.766  0.116
H: -0.519 3.749 0.963  0.099
O: -2.133 6.370 -3.091  -0.176
H: 4.523 -6.548 -7.095  0.127
H: -5.735 -4.097 -2.313  0.063
H: -3.691 -0.562 4.617  0.080
H: 4.358 4.369 6.567  0.130
C: 3.914 3.373 6.546  -0.107
O: 0.952 1.191 6.129  -0.219
C: -0.530 4.383 4.172  0.020
H: -3.440 6.351 -4.771  0.118
C: -0.593 3.599 -0.114  -0.174
C: -3.112 -4.446 -1.037  -0.140
H: -1.249 -4.719 -5.910  0.076
O: 1.030 1.770 3.271  -0.021
O: -5.433 -2.440 -3.588  -0.199
O: 0.517 3.768 -2.139  -0.216
Mg: 1.718 2.577 4.971  0.509
H: 0.230 2.701 7.440  0.087
O: 2.241 -2.299 -1.809  0.060
H: -2.250 -0.227 -3.094  0.074
H: -1.764 3.236 6.216  0.125
O: 0.002 3.425 5.174  -0.255
O: 5.514 -1.881 2.496  -0.170
C: 1.662 3.580 -3.042  -0.051
H: -9.035 2.156 4.123  0.087
H: -1.793 -1.685 -4.113  0.074
H: 4.804 -1.896 -0.181  0.131
C: 1.008 -2.676 -5.226  -0.169
H: 6.846 -1.254 0.973  0.124
O: 3.557 1.752 4.799  -0.218
C: 1.023 -0.213 6.353  -0.042
H: 6.074 -0.016 1.870  0.119
H: -0.083 -3.717 -3.770  0.108
H: 1.404 -1.917 -4.552  0.107
H: 1.954 2.532 -2.969  0.068
O: 2.374 3.926 3.712  -0.084
C: 0.686 0.900 2.442  -0.378
O: 1.190 0.833 1.218  0.177
O: -1.117 -0.292 3.542  0.003
H: -0.926 -3.306 0.129  0.120
O: 0.071 0.308 -0.886  0.208
H: -1.530 4.708 4.461  0.091
H: 3.587 -4.419 -3.306  0.075
H: 3.908 0.533 -2.119  0.086
H: -1.213 2.124 -2.536  0.068
C: 5.909 -1.019 1.478  -0.239
H: -3.321 3.967 -0.318  0.080
C: -5.908 -0.662 5.861  -0.258
H: 2.480 4.242 -2.758  0.077
H: 0.895 4.683 7.295  0.095
C: -1.527 -3.746 2.218  -0.140
H: -1.199 -0.659 -6.478  0.079
H: -2.651 5.102 0.778  0.067
O: 3.881 5.204 2.933  0.000
H: 7.321 -1.415 3.416  0.084
C: 0.738 -4.017 -4.421  -0.172
O: -0.289 -4.437 2.424  -0.179
H: -0.767 1.352 7.725  0.138
H: 5.440 2.077 5.670  0.131
H: -3.702 3.827 -4.483  0.120
C: 3.827 -4.772 -5.985  -0.166
O: -1.332 4.639 -0.759  -0.179
C: 0.540 -0.515 -1.816  -0.327
H: -2.339 -4.333 2.649  0.121
H: -5.688 -1.267 6.741  0.127
H: -2.321 4.457 -5.363  0.120
C: -3.216 5.754 -3.886  -0.193
H: 1.807 -4.338 2.504  0.090
H: 0.168 -0.698 5.882  0.101
C: 6.440 -2.041 3.557  -0.103
H: -2.495 -4.210 -1.904  0.076
H: 5.145 -2.868 -8.003  0.089
C: -4.134 -1.558 4.657  -0.059
H: 0.372 -0.312 -5.633  0.084
C: -2.797 4.427 -4.383  -0.201
H: -7.195 -3.786 -3.395  0.080
H: 3.191 -0.005 3.907  0.112
O: 2.473 3.557 6.404  -0.258
O: -0.553 -0.667 1.307  0.156
O: 5.307 -4.959 -7.910  -0.191
H: 1.423 4.266 -0.490  0.112
H: -6.725 -2.830 -2.150  0.081
N: 2.761 4.730 2.846  -0.576
H: 2.406 4.361 8.336  0.101
H: -1.727 8.338 -2.324  0.074
H: -1.352 -5.632 -4.333  0.079
H: -9.478 0.516 4.643  0.088
H: 5.521 0.664 -2.462  0.081
H: 5.783 -5.739 -6.137  0.121
H: 3.100 -4.400 -6.707  0.114
H: -8.983 1.815 5.708  0.078
C: -6.272 -3.403 -2.959  -0.127
C: -4.118 -1.536 -5.444  -0.207
H: 2.324 5.534 7.027  0.104
H: -0.982 -6.459 -5.917  0.080
H: 4.935 0.357 4.058  0.083
H: 2.003 -0.556 6.022  0.080
H: -4.061 5.519 -3.240  0.119
H: -3.839 -5.211 -1.311  0.080
C: -2.350 7.821 -3.053  -0.104
H: -7.716 0.011 6.809  0.126
H: -3.373 8.094 -2.792  0.078
H: 6.002 -1.628 4.465  0.064
H: 6.780 -3.070 3.675  0.088
H: 6.161 -3.574 -6.808  0.080
C: 4.894 -5.584 -6.748  -0.205
H: 0.961 -0.563 7.384  0.091
C: 4.575 2.650 5.336  -0.088
H: 0.303 -1.028 -7.283  0.082
C: 5.848 -3.687 -7.846  -0.122
C: 4.896 -0.943 0.340  -0.153
H: -1.937 8.347 -3.913  0.073
H: -1.180 2.681 -0.073  0.118
C: -0.884 -5.556 -5.314  -0.081
H: -0.629 3.959 3.173  0.089
O: 4.269 -3.678 -5.111  -0.186
C: -1.972 2.520 -3.211  -0.098
O: 5.410 -0.015 -0.632  -0.173
H: 4.041 2.964 7.549  0.128
H: -7.822 -1.113 5.523  0.122
O: -0.218 -2.312 -5.838  -0.213
C: 1.976 4.554 7.353  -0.016
C: -0.171 -0.979 -6.303  -0.101
C: -1.829 -3.481 0.713  -0.155
H: -2.635 -2.748 0.681  0.125
H: 1.216 2.476 -0.534  0.111
C: -4.612 -2.862 -4.762  -0.131
H: -5.404 0.302 5.805  0.122
C: -2.690 4.854 -0.283  -0.080
C: -0.390 -0.163 2.563  -0.426
H: -2.926 2.215 -2.781  0.092
H: -1.780 2.095 -4.196  0.092
C: -8.753 1.321 4.765  -0.156
O: -3.535 -0.640 -4.566  -0.172
O: 0.510 -5.252 -5.107  -0.203
H: 4.654 -3.076 -3.183  0.067
C: 0.771 3.441 -0.776  -0.163
H: -3.729 -3.561 -0.882  0.073
H: 0.967 -4.002 0.945  0.081
C: -0.156 1.809 6.947  -0.040
H: -3.873 -1.928 5.649  0.072
H: -1.512 1.951 5.162  0.131
H: 4.963 3.446 4.700  0.123
H: -3.244 5.645 -0.789  0.070
H: 1.734 -2.978 -5.981  0.099
H: -5.311 -3.395 -5.406  0.105
H: 5.359 -4.612 -3.663  0.083
H: 0.066 5.296 4.149  0.101
O: 0.313 -0.347 -3.021  0.090
H: -3.752 -2.322 3.980  0.083
H: 4.037 -0.295 5.395  0.087
C: -0.957 2.624 5.815  -0.153
C: -7.344 -0.173 5.801  -0.211
H: 4.952 -0.908 -2.482  0.074
H: 1.516 -4.208 -3.681  0.095
O: 1.624 -1.204 0.050  0.236
C: 4.843 0.013 -1.909  -0.113
O: 2.085 4.970 1.868  0.046
H: 1.464 3.722 -4.104  0.078
H: -3.933 -3.671 -4.491  0.105
H: 3.102 -5.497 -5.612  0.112
O: -7.497 0.759 4.731  -0.140
H: 6.719 -3.463 -8.461  0.082
H: -2.960 -1.728 -2.800  0.077
H: 0.998 -2.835 2.108  0.078
C: -2.585 -1.120 -3.623  -0.077
O: -2.425 -4.650 0.154  -0.191
O: -1.901 3.922 -3.360  -0.197
O: -5.556 -1.301 4.679  -0.179
C: 3.966 0.399 4.558  -0.039

Atoms 1-3, force components in eV/Å:
-0.3968 1.6834 1.5823
1.7319 -3.1854 -5.3333
0.0322 -0.3167 0.4199